# 1
The following is a quantum chemistry calculation of 2 unconnected molecules or ions with the total composition C2H7S2, from the Open Molecules 2025 dataset.

Structure (XYZ):
```
11
Properties=species:S:1:pos:R:3:forces:R:3:lowdin_charge:R:1
C 0.4378 0.1649 -2.1958 0.61 1.14 -1.42 -0.7905
S 0.4033 -1.6493 -2.1709 -0.16 0.01 0.16 0.0325
H -0.5288 0.5639 -1.8125 1.09 0.23 0.14 -0.0386
H 0.5021 0.5988 -3.2389 -0.19 -0.64 0.61 -0.0120
H 1.3951 0.5915 -1.7589 -1.38 -0.31 0.27 0.0057
H -0.7195 -0.6988 -0.3388 2.16 -0.60 -0.07 -0.2926
C -0.1980 0.1263 2.4464 -0.58 -0.40 -0.64 -0.4684
S -1.1251 -0.2977 0.8827 -3.09 0.94 1.43 0.5357
H -0.7230 0.9825 2.9718 0.23 -1.32 -0.75 0.0336
H 0.7892 0.4642 2.2484 1.02 0.02 -0.06 -0.0083
H -0.2331 -0.8463 2.9665 0.29 0.93 0.32 0.0029
```
Forces are in eV/Å.

## Properties
highest occupied orbital energy: -2.5 eV
total charge: -1
maximum force: 3.5 eV/A
DFT total energy: -23857.3606 eV
orbital gap: 5.98 eV
molar mass: 95.21 g/mol
spin multiplicity: 1
energy above the lowest of the compared OMol25 structures with the same formula, charge and spin: 42.8 kcal/mol

# 2
The following is a quantum chemistry calculation of C3H8O3 in the gas phase, from the Open Molecules 2025 dataset.

Structure (XYZ):
```
14
Properties=species:S:1:pos:R:3:forces:R:3:lowdin_charge:R:1
C 0.6563 -0.2340 -0.5085 0.22 0.17 0.36 -0.4280
C -0.8653 -0.1005 -0.6111 0.21 -0.25 -0.42 -0.1728
C 1.1510 0.0389 0.9068 0.12 -0.24 0.08 -0.0413
O -1.2599 1.2359 -0.2992 -0.54 -0.63 0.30 -0.1443
O -2.2852 1.1317 0.7294 0.92 0.57 -0.02 -0.0256
O 1.0654 -1.5520 -0.8739 -0.35 0.05 -0.38 -0.0407
H -1.7650 1.5393 1.4458 -0.53 -0.19 -0.01 0.1000
H 0.8577 -1.6742 -1.8161 0.13 -0.02 0.48 0.0985
H 1.1426 0.4762 -1.1872 -0.16 0.13 0.01 0.1436
H -1.1907 -0.3189 -1.6344 0.02 0.03 -0.06 0.1232
H -1.3592 -0.8371 0.0357 0.17 0.38 0.05 0.1355
H 2.2315 -0.1269 0.9736 -0.17 0.09 -0.11 0.0837
H 0.9387 1.0668 1.2161 0.00 -0.14 -0.15 0.0798
H 0.6822 -0.6450 1.6231 -0.04 0.06 -0.14 0.0883
```
Forces are in eV/Å.

## Properties
highest occupied orbital energy: -10.1 eV
total charge: 0
maximum force: 1.1 eV/A
DFT total energy: -9380.0255 eV
orbital gap: 10.87 eV
molar mass: 92.09 g/mol
spin multiplicity: 1
energy above the lowest of the compared OMol25 structures with the same formula, charge and spin: 87.1 kcal/mol

# 3
The following is a quantum chemistry calculation of a molecular structure, C8H12BaF9O4S, from the Open Molecules 2025 dataset.

Structure (XYZ):
```
35
Properties=species:S:1:pos:R:3:forces:R:3:lowdin_charge:R:1
Ba 1.8351 4.2088 -0.8637 -1.44 -2.32 -0.58 1.8913
F 0.0424 2.3409 -1.6840 1.90 1.64 0.82 -0.7581
O 3.4067 2.0958 -0.1776 -0.61 0.68 0.14 -0.5554
S 3.6612 0.7065 -0.5401 0.21 -4.05 -1.54 0.6884
O 5.0097 0.1845 -0.3772 -2.26 1.19 0.08 -0.2474
O 2.5612 -0.3471 0.1822 2.08 3.19 -0.57 -0.2401
C 1.8897 0.2524 1.3347 -0.67 -1.25 0.57 -0.2583
C 1.4039 -0.9780 2.0969 -0.41 0.22 0.26 -0.0469
C 3.1469 0.4146 -2.2960 0.23 0.47 0.99 -0.0797
H 1.1260 0.9476 0.9860 -0.32 -0.29 -0.17 0.0933
H 2.5233 0.8208 2.0156 0.59 -0.11 -0.37 0.1174
H 2.2739 -1.4978 2.4980 -0.06 0.08 0.11 0.0913
H 0.8374 -1.7078 1.5184 0.06 0.29 -0.42 0.0876
H 0.7339 -0.6860 2.9055 0.18 0.09 0.16 0.0759
H 3.9298 0.9026 -2.8765 0.06 -0.34 -0.11 0.0722
H 2.1736 0.8350 -2.5492 -0.09 0.27 0.52 0.0455
H 3.0696 -0.6616 -2.4508 0.46 0.07 0.12 0.0841
C -1.8108 -0.0873 -0.3746 -0.16 -0.55 -1.03 -0.0267
C -1.7952 -1.0334 -1.5969 -1.24 1.55 0.85 -0.5518
C -1.5475 -0.4144 -2.9483 1.93 1.46 -0.44 -0.3579
F -1.5788 -1.3055 -3.9431 0.14 -0.99 0.05 0.1227
F -2.4128 0.5326 -3.2952 -1.23 0.81 0.45 0.1186
F -0.9258 -1.9779 -1.4185 2.63 -2.05 0.36 0.1743
F -2.9609 -1.6191 -1.6796 -2.76 -1.15 0.05 0.1706
O -2.1963 -0.8464 0.7999 1.06 0.58 -0.06 0.0429
C -2.7682 -0.0269 1.7465 0.07 -1.87 -0.65 -0.5745
C -2.8932 -0.7451 3.1111 -0.81 -1.99 -2.37 -0.3723
F -1.7247 -1.0663 3.6439 1.49 -0.24 -0.07 0.1250
F -3.5101 -0.0033 3.9643 -1.49 2.05 1.64 0.1635
F -2.0789 1.0788 1.9486 0.69 1.59 -0.11 0.1667
F -3.9764 0.2754 1.2391 -0.70 0.77 0.78 0.1566
H -2.5767 0.6389 -0.6469 0.22 0.37 0.41 0.1468
H -0.8099 0.3341 -0.2808 -0.20 0.28 0.19 0.1116
H -0.5742 0.0748 -2.9090 0.39 -0.08 -0.18 0.1460
H -3.4840 -1.6403 2.9169 0.07 -0.37 0.13 0.1768
```
Forces are in eV/Å.

## Properties
highest occupied orbital energy: -13.6 eV
total charge: +1
maximum force: 4.3 eV/A
DFT total energy: -52660.6221 eV
orbital gap: 8.50 eV
molar mass: 512.56 g/mol
spin multiplicity: 1

# 4
The following is a quantum chemistry calculation of 3 unconnected molecules or ions with the total composition C2H8BrO2, from the Open Molecules 2025 dataset.

Structure (XYZ):
```
13
Properties=species:S:1:pos:R:3:forces:R:3:lowdin_charge:R:1
Br -0.4226 -0.4222 -0.7064 0.12 -0.02 0.00 -0.4679
C -1.9449 -2.0972 3.0884 -0.16 0.35 -0.89 -0.1913
O -2.3629 -1.4106 1.9246 -0.31 -0.04 0.07 -0.1943
H -1.0838 -1.6124 3.5584 0.14 -0.12 -0.01 0.0670
H -2.7867 -2.0345 3.7774 0.04 -0.27 0.15 0.0642
H -1.7156 -3.1326 2.8258 0.07 -0.14 0.45 0.0690
H -1.8093 -1.6123 1.1497 0.21 0.38 0.22 -0.0634
C 2.2108 2.3677 -2.6900 -0.54 -0.76 0.89 -0.1922
O 1.7259 1.0594 -2.9705 0.37 0.53 -0.17 -0.1918
H 1.3826 2.9572 -2.2788 0.18 0.35 -0.26 0.0716
H 2.9760 2.3215 -1.9026 0.13 0.15 -0.16 0.0659
H 2.6330 2.8272 -3.5793 -0.09 -0.05 -0.15 0.0611
H 1.1976 0.7886 -2.1965 -0.16 -0.36 -0.14 -0.0979
```
Forces are in eV/Å.

## Properties
highest occupied orbital energy: -4.1 eV
total charge: -1
maximum force: 1.3 eV/A
DFT total energy: -76343.0667 eV
orbital gap: 7.96 eV
molar mass: 143.99 g/mol
spin multiplicity: 1
energy above the lowest of the compared OMol25 structures with the same formula, charge and spin: 7.9 kcal/mol

# 5
The following is a quantum chemistry calculation of a molecular structure, C35H45Br2F19N2O9S, from the Open Molecules 2025 dataset.

Structure (XYZ):
```
113
Properties=species:S:1:pos:R:3:forces:R:3:lowdin_charge:R:1
C -5.3806 1.8487 2.1106 -0.53 -0.20 -0.05 0.0867
C -4.2360 1.4832 2.0050 0.76 -1.03 0.52 -0.1342
C -2.8733 0.7985 2.0144 0.04 1.25 -0.14 -0.1807
C -2.1377 0.9145 0.5910 -1.16 -0.71 1.07 -0.1506
C -1.4619 -0.4555 0.2035 -0.09 -0.18 0.01 -0.0863
C 0.1158 -0.3754 0.0313 -1.52 1.88 -0.96 -0.3549
C 0.3599 0.6764 -1.1339 0.72 0.16 -0.63 -0.0862
C -0.2476 0.2079 -2.5253 0.24 0.52 0.10 -0.1404
C -1.2169 1.2545 -3.1767 -0.08 -0.79 -0.40 -0.7133
F -1.9515 2.0090 -2.2842 1.13 -0.43 -0.71 -0.0291
Br -2.5566 0.1713 -4.2040 0.60 0.09 0.24 0.7806
C -0.5216 2.2101 -4.2383 -1.50 0.58 -0.74 -0.8256
F 0.2484 3.1755 -3.6635 -0.18 -1.62 -0.46 0.0482
F 0.1384 1.4913 -5.1979 -0.07 0.87 1.68 0.0178
Br -1.9626 3.1871 -5.2254 0.70 0.14 0.33 0.7241
O 0.4973 -1.6650 -0.5367 1.70 -0.03 1.13 -0.1853
S 2.0575 -2.0413 -0.3325 1.99 -3.19 -2.87 0.7218
O 3.0160 -1.1880 -1.0167 -1.57 0.87 1.47 -0.2531
O 2.2246 -3.4066 -0.8222 -1.34 1.14 1.18 -0.2705
C 2.3512 -2.1400 1.5126 -0.82 -0.05 0.04 -0.2203
O 3.7154 -1.7042 1.7007 0.50 -1.83 -0.21 -0.0094
C 4.5725 -2.6852 1.3178 -0.60 2.35 -0.21 -0.2871
N 5.4122 -3.2982 0.8207 -0.28 -0.30 0.51 0.2101
C 1.2781 -1.2797 2.2630 0.37 0.55 1.20 -0.2781
C 1.9160 -0.8321 3.6663 -0.09 -0.28 -0.38 -0.0981
C 0.9893 0.1446 4.4887 0.58 1.12 -0.23 -0.1357
N 1.0410 -0.0083 5.9600 0.59 -2.16 0.19 -0.1000
C -0.0134 -0.8970 6.4929 -1.79 0.94 0.40 -0.2168
C -1.2470 0.0381 6.9059 -0.40 -0.71 0.04 -0.0776
C 2.3638 -0.3215 6.4572 0.95 0.52 0.45 -0.4484
C 2.8231 -1.7865 6.8367 -1.39 0.42 -0.29 -0.0083
O 3.1523 0.5885 6.6068 -0.42 -0.71 -0.46 0.0877
C 0.0018 -2.1281 2.7410 0.00 0.57 -0.44 -0.0673
C -0.3186 -3.4315 1.9414 -0.31 -1.68 0.81 -0.3700
C 0.1165 -4.6775 2.8423 0.27 0.04 -1.18 -0.0313
O -1.7321 -3.6460 1.7001 0.42 0.58 -0.15 -0.0557
C 0.8531 -0.0003 1.3877 -0.14 -0.09 0.72 -0.1448
C 1.9923 1.0731 1.2450 0.52 0.90 0.19 -0.0965
C 1.4562 2.5727 1.2389 0.84 -0.04 0.51 -0.2261
O 1.9398 3.1885 0.0396 -0.61 0.01 -0.08 -0.0843
H -6.4599 2.0373 2.2024 1.31 0.04 -0.18 0.0475
H -2.2199 1.3190 2.7721 -0.70 -0.49 -0.53 0.1065
H -2.9706 -0.2557 2.3657 -0.20 0.74 -0.43 0.1084
H -2.9635 1.1375 -0.1315 1.11 -0.01 0.46 0.0938
H -1.4408 1.7756 0.6871 -0.47 -0.67 -0.48 0.0925
H -1.7544 -1.2409 0.9513 0.50 0.80 -0.61 0.0911
H -1.9576 -0.7989 -0.7468 0.85 0.27 0.70 0.1267
H -0.0030 1.7007 -0.8639 0.18 -1.07 -0.12 0.1135
H 1.4526 0.8148 -1.3484 -0.98 -0.23 0.59 0.1120
H 0.5890 0.0592 -3.2620 -0.81 0.08 0.68 0.1340
H -0.7832 -0.7634 -2.4791 0.45 0.76 0.18 0.0797
H 2.3314 -3.2338 1.7681 -0.37 1.00 -0.42 0.1558
H 2.9074 -0.3382 3.5595 -0.70 -0.42 -0.04 0.1154
H 2.1083 -1.8033 4.2011 -0.26 0.98 -0.32 0.1168
H -0.0850 0.1358 4.1905 0.79 -0.22 0.24 0.1149
H 1.3600 1.1868 4.2704 -0.43 -0.93 0.09 0.1356
H -0.4303 -1.6261 5.7533 0.71 0.32 0.45 0.1033
H 0.2721 -1.4503 7.4157 0.29 0.45 -0.85 0.1133
H -1.6331 -0.2510 7.9202 0.39 0.34 -0.87 0.0702
H -2.1086 -0.1201 6.2034 0.77 0.30 0.53 0.0652
H -0.9704 1.1175 6.9157 -0.08 -0.91 -0.01 0.0772
H 2.6015 -1.9570 7.9233 0.46 0.12 -0.94 0.0911
H 2.1986 -2.5112 6.2546 0.63 0.38 0.55 0.0654
H 3.9009 -1.9081 6.5936 -0.83 0.22 0.34 0.0915
H 0.1288 -2.4364 3.8139 0.11 0.33 -1.07 0.1009
H -0.8332 -1.3766 2.7851 0.50 -1.03 -0.36 0.1099
H 0.1900 -3.5873 0.9656 -0.12 0.70 0.70 0.1175
H 0.5254 -5.4601 2.1520 -0.38 0.49 0.68 0.0878
H -0.7766 -5.1181 3.3464 0.77 0.60 -0.16 0.0920
H 0.9374 -4.4030 3.5472 -0.74 -0.27 -0.33 0.0728
H -1.9489 -3.3993 0.7866 0.19 -0.09 0.39 0.0904
H 0.0572 0.4905 2.0174 0.68 -0.46 -0.65 0.1264
H 2.7245 1.0715 2.0977 -0.91 -0.52 -0.66 0.1164
H 2.6486 0.9253 0.3458 -0.82 0.12 0.74 0.1156
H 0.3481 2.6356 1.3858 0.70 -0.11 -0.44 0.1058
H 1.9152 3.1389 2.1006 -0.50 -0.69 -0.59 0.1236
H 1.5757 4.0806 -0.0778 0.11 -0.39 0.27 0.0991
C -5.8028 2.7023 -3.1321 0.52 0.61 -0.29 -0.0399
C -5.8026 1.4036 -2.3029 -0.38 0.77 0.46 -0.4381
C -6.3944 0.1633 -2.9744 0.09 -0.76 -0.06 -0.3034
F -7.6865 0.3197 -3.3146 0.07 0.11 0.05 0.0981
F -6.3428 -0.8916 -2.1211 0.20 0.18 0.11 0.0920
F -6.3979 1.6429 -1.1122 -0.09 -0.21 -0.13 0.1235
F -4.4970 1.1225 -2.0235 -0.18 -0.18 -0.17 0.0346
O -6.8655 3.6337 -2.9152 -0.75 -0.88 0.01 0.0424
C -8.0770 3.4314 -3.5799 1.41 0.27 -0.45 -0.5199
C -9.2275 3.1047 -2.6217 -0.56 -0.05 0.42 -0.2792
F -8.9556 2.0262 -1.8595 0.15 0.14 -0.10 0.0966
F -10.3544 2.8260 -3.3196 0.21 0.14 -0.20 0.0988
F -7.9237 2.5078 -4.5480 -0.42 0.01 0.07 0.1400
F -8.3609 4.5917 -4.2124 -0.30 -0.04 0.28 0.1454
H -4.9120 3.2506 -2.8189 -0.10 -0.09 0.17 0.1461
H -5.6503 2.5103 -4.1966 -0.19 -0.22 0.09 0.1429
H -5.8247 -0.1021 -3.8696 0.07 0.14 0.01 0.1564
H -9.4268 3.9492 -1.9585 0.13 0.10 -0.12 0.1752
C 4.8671 0.2207 -4.3345 -0.43 0.64 0.28 -0.0400
C 4.7400 -1.2635 -4.7285 0.14 0.53 -0.67 -0.4373
C 5.6373 -2.2490 -3.9769 -0.02 -0.75 0.40 -0.2952
F 6.9488 -1.9887 -4.1397 -0.07 0.11 -0.08 0.0937
F 5.4306 -3.5063 -4.4430 -0.22 0.16 -0.11 0.0954
F 4.9037 -1.3774 -6.0678 0.13 -0.14 0.12 0.1265
F 3.4510 -1.6234 -4.4735 0.06 -0.07 0.34 0.1021
O 5.7064 1.0567 -5.1360 0.80 -0.81 -0.03 0.0392
C 7.0790 1.0668 -4.8802 -1.24 0.34 0.81 -0.5207
C 7.8983 0.4834 -6.0366 0.38 -0.19 -0.55 -0.2803
F 7.5150 -0.7721 -6.3406 -0.12 0.17 0.10 0.0987
F 9.2103 0.4302 -5.7019 -0.14 0.20 0.21 0.0970
F 7.3337 0.4659 -3.7030 0.38 0.01 -0.22 0.1411
F 7.4253 2.3645 -4.7199 0.20 -0.10 -0.34 0.1421
H 3.8720 0.6474 -4.4735 0.06 -0.12 -0.19 0.1440
H 5.0770 0.3463 -3.2700 0.19 -0.25 -0.09 0.1448
H 5.4072 -2.2456 -2.9075 -0.10 0.13 -0.02 0.1720
H 7.7909 1.0988 -6.9325 -0.09 0.13 0.12 0.1747
```
Forces are in eV/Å.

## Properties
highest occupied orbital energy: -9.7 eV
total charge: 0
maximum force: 4.7 eV/A
DFT total energy: -260977.6943 eV
orbital gap: 9.46 eV
molar mass: 1190.59 g/mol
spin multiplicity: 1

# 6
The following is a quantum chemistry calculation of 2 unconnected molecules or ions with the total composition C2H7NO4, from the Open Molecules 2025 dataset.

Structure (XYZ):
```
14
Properties=species:S:1:pos:R:3:forces:R:3:lowdin_charge:R:1
C 0.4999 -2.0744 0.0191 -0.15 1.26 0.13 -0.0635
C -0.8658 0.4824 1.3605 3.76 3.18 0.12 -0.2780
N 0.2090 1.7353 -1.2044 2.72 -1.91 3.14 -0.0352
O -0.5108 1.6734 1.4921 -0.60 -2.85 0.16 0.0093
O -0.3854 -1.7985 1.0800 -1.02 0.87 0.68 -0.0867
O -0.3282 0.5265 -1.3333 -2.04 -1.71 -1.15 -0.2796
O -0.0072 -0.5103 1.5825 0.86 0.41 0.57 0.0157
H 0.1593 -3.0298 -0.2460 0.40 -1.73 -0.34 0.0904
H 1.5055 -1.8719 0.3249 0.83 -0.88 0.42 0.0927
H 0.3583 -1.4267 -0.8085 -0.60 0.76 -0.79 0.0471
H -1.7731 0.2301 1.0149 -3.48 -1.26 -1.10 0.1117
H 1.2082 1.5682 -1.3921 -0.03 1.02 0.53 0.1681
H -0.0600 2.5261 -1.6671 -1.69 2.30 -2.83 0.1087
H -0.0099 1.9696 -0.2227 1.03 0.56 0.46 0.0991
```
Forces are in eV/Å.

## Properties
highest occupied orbital energy: -9.1 eV
total charge: 0
maximum force: 4.9 eV/A
DFT total energy: -11861.2890 eV
orbital gap: 9.71 eV
molar mass: 109.08 g/mol
spin multiplicity: 1
energy above the lowest of the compared OMol25 structures with the same formula, charge and spin: 162.6 kcal/mol

# 7
The following is a quantum chemistry calculation of 2 unconnected molecules or ions with the total composition C3H13N4P, from the Open Molecules 2025 dataset.

Structure (XYZ):
```
21
Properties=species:S:1:pos:R:3:forces:R:3:lowdin_charge:R:1
C 2.9561 -1.4288 0.9350 -0.32 3.47 0.19 -0.2411
C -2.9716 -0.6314 -0.0644 -1.67 -0.28 0.14 -0.2287
C 0.7678 2.2242 -0.7969 -0.70 -1.05 -0.67 -0.1651
N 1.8777 -1.6585 -0.0127 -0.39 1.48 -0.33 -0.2631
N 0.1006 -0.4848 -1.7920 -0.47 -0.92 0.01 -0.1997
N -3.1318 -0.0091 1.2364 -1.25 0.25 2.00 -0.1294
N 1.5005 1.1254 -0.1784 1.42 -1.07 0.19 -0.2110
P 1.1565 -0.4703 -0.6855 1.95 2.11 1.94 0.6630
H 2.9632 -0.4361 1.6370 -0.53 -2.05 -1.58 0.1037
H 3.8885 -1.3614 0.4111 0.69 -0.30 -0.17 0.0537
H 2.8986 -2.2320 1.5638 0.50 -1.97 1.88 0.0212
H -2.0030 -0.3250 -0.4966 -1.02 0.21 -0.43 0.0358
H -2.9191 -1.7183 0.0267 0.28 -0.13 0.33 0.0525
H -3.9753 -0.5135 -0.5960 1.78 0.34 -0.57 0.0810
H 0.1818 1.5962 -1.4653 -1.01 1.05 -0.22 0.0264
H 0.1619 2.7201 -0.0526 -0.28 0.23 0.03 0.0702
H 1.2386 2.9613 -1.4629 0.77 -0.39 0.59 0.0818
H -4.1159 -0.1559 1.6863 2.71 0.77 -1.30 0.1014
H -0.0548 -1.5034 -1.7096 -0.66 0.01 -1.00 0.0020
H -2.7700 0.9603 1.3101 -0.90 -1.13 -0.16 0.0546
H 2.2497 1.3414 0.5066 -0.90 -0.60 -0.88 0.0908
```
Forces are in eV/Å.

## Properties
highest occupied orbital energy: -8.5 eV
total charge: 0
maximum force: 3.5 eV/A
DFT total energy: -18568.7268 eV
orbital gap: 9.14 eV
molar mass: 136.14 g/mol
spin multiplicity: 1
energy above the lowest of the compared OMol25 structures with the same formula, charge and spin: 43.7 kcal/mol